(1)
The following is a quantum chemistry calculation of a structure of composition C12H21B4Cl6F16N3Ni at a distorted geometry, from the Open Molecules 2025 dataset.

Atoms and positions in Å:
Ni  1.40  -8.72  -14.15
B  5.99  -8.91  -16.18
F  7.02  -7.95  -16.28
F  4.73  -8.34  -16.54
F  6.30  -10.02  -17.03
F  5.93  -9.39  -14.81
B  -0.84  -11.11  -13.06
F  -0.51  -11.10  -11.61
F  -0.96  -12.47  -13.59
F  -2.01  -10.28  -13.37
F  0.35  -10.51  -13.75
B  3.58  -8.76  -12.58
F  4.99  -9.09  -12.77
F  2.68  -9.87  -12.71
F  3.39  -8.07  -11.35
F  3.15  -7.88  -13.75
B  -0.17  -7.20  -15.65
F  -0.33  -7.04  -17.02
F  1.27  -7.04  -15.32
F  -0.91  -6.26  -14.97
F  -0.47  -8.52  -15.19
C  3.87  -11.15  -17.15
C  3.04  -10.29  -16.37
N  2.38  -9.62  -15.74
H  3.50  -11.24  -18.17
H  3.81  -12.13  -16.66
H  4.89  -10.80  -17.21
C  1.78  -8.55  -7.30
C  1.41  -7.16  -7.49
N  1.09  -6.09  -7.66
H  2.84  -8.59  -7.06
H  1.62  -9.08  -8.22
H  1.22  -8.98  -6.49
C  4.33  -5.72  -14.63
C  5.24  -5.35  -15.68
N  5.92  -5.02  -16.53
H  4.43  -5.15  -13.72
H  4.50  -6.79  -14.45
H  3.31  -5.69  -15.01
Cl  8.95  -7.60  -10.80
C  7.42  -7.89  -11.73
C  7.44  -7.24  -13.04
Cl  7.32  -5.47  -13.07
H  6.58  -7.63  -11.11
H  7.41  -8.95  -11.94
H  6.61  -7.62  -13.65
H  8.36  -7.49  -13.55
Cl  5.60  -2.50  -9.49
C  5.44  -4.25  -9.96
C  4.32  -4.84  -9.10
Cl  4.95  -4.95  -7.42
H  6.40  -4.68  -9.71
H  5.29  -4.26  -11.03
H  4.01  -5.84  -9.39
H  3.46  -4.18  -9.14
Cl  3.55  -12.72  -13.30
C  5.29  -12.43  -13.12
C  5.61  -11.82  -11.83
Cl  5.69  -13.09  -10.53
H  5.53  -11.71  -13.92
H  5.81  -13.34  -13.37
H  4.83  -11.14  -11.54
H  6.57  -11.33  -11.82

Properties
- total charge = -2
- multiplicity = 3
- <S²> = 2.003
- energy relative to the best compared isomer or geometry (same formula, charge and spin) (kJ/mol) = 0.0
- HOMO energy (spin up / spin down) (eV) = -6.45 / -6.45


(2)
The following is a quantum chemistry calculation of the molecule C12H21BI3NO5S at a distorted geometry, from the Open Molecules 2025 dataset.

Atoms and positions in Å:
C  -1.93  -3.67  -0.28
C  -0.47  -3.12  -0.63
O  0.14  -2.27  0.34
B  -0.60  -1.09  0.67
O  -1.57  -1.30  1.73
C  -0.48  0.35  -0.14
C  -1.42  -0.06  -1.42
C  -2.34  1.05  -2.07
C  -1.21  1.45  0.71
C  -0.98  1.60  2.28
N  0.26  1.13  2.88
O  -1.28  2.83  0.19
S  0.08  3.43  -0.46
O  -0.21  4.87  -0.80
O  0.28  2.69  -1.95
C  1.22  1.63  -1.88
I  1.41  0.72  -3.89
C  0.98  0.49  -0.73
C  2.27  0.57  0.17
I  2.96  2.31  1.35
C  3.24  -0.47  0.24
C  4.56  -0.38  1.15
I  3.15  -2.31  -0.90
H  -1.89  -4.31  0.66
H  -2.22  -4.38  -1.14
H  -2.74  -2.88  -0.25
H  0.19  -4.05  -0.75
H  -0.55  -2.67  -1.68
H  -2.47  -1.17  1.35
H  -2.15  -0.91  -1.15
H  -0.80  -0.51  -2.27
H  -3.16  0.48  -2.65
H  -2.93  1.71  -1.36
H  -1.81  1.65  -2.89
H  -2.33  1.14  0.64
H  -1.85  1.08  2.83
H  -1.12  2.70  2.56
H  0.29  0.14  3.14
H  0.53  1.75  3.64
H  2.26  2.10  -1.73
H  1.11  -0.46  -1.36
H  4.31  -0.15  2.24
H  5.33  0.34  0.72
H  5.10  -1.39  1.20

Properties
- total charge = 0
- energy relative to the best compared isomer or geometry (same formula, charge and spin) (kJ/mol) = 274.0
- HOMO energy (eV) = -8.66


(3)
The following is a quantum chemistry calculation of a cluster of 6 separate species, C12H21Cl12N3O3 in total at a distorted geometry, from the Open Molecules 2025 dataset.

Atoms and positions in Å:
Cl  -0.11  2.65  -5.06
C  -0.65  1.21  -5.97
Cl  0.26  -0.14  -5.24
Cl  -2.35  0.97  -5.85
Cl  -0.10  1.40  -7.75
Cl  -5.25  1.55  4.19
C  -4.83  2.45  2.65
Cl  -4.68  4.18  3.16
Cl  -3.28  1.82  2.05
Cl  -6.01  2.19  1.36
Cl  5.64  2.39  0.77
C  6.23  0.95  0.02
Cl  5.55  -0.41  0.91
Cl  5.55  0.94  -1.67
Cl  7.99  0.92  0.01
C  3.04  -3.00  -0.62
N  2.27  -3.41  0.57
C  2.47  -2.88  1.81
C  1.81  -3.47  3.03
O  3.24  -1.90  2.04
H  3.01  -3.79  -1.39
H  4.12  -2.70  -0.40
H  2.60  -2.12  -1.00
H  1.53  -4.14  0.60
H  0.96  -4.08  2.80
H  1.55  -2.64  3.73
H  2.56  -4.05  3.58
C  -3.46  2.53  -1.18
N  -3.14  1.08  -1.28
C  -4.11  0.19  -1.59
C  -3.82  -1.20  -1.07
O  -5.15  0.46  -2.20
H  -2.72  3.05  -1.85
H  -3.30  2.89  -0.14
H  -4.49  2.71  -1.55
H  -2.32  0.81  -0.68
H  -4.13  -1.94  -1.73
H  -4.36  -1.23  -0.14
H  -2.76  -1.31  -0.75
C  1.71  1.25  -0.23
N  1.47  0.77  1.09
C  0.27  0.45  1.54
C  0.15  -0.05  2.91
O  -0.73  0.57  0.84
H  1.43  0.50  -0.99
H  2.77  1.46  -0.39
H  1.19  2.17  -0.46
H  2.28  0.52  1.62
H  -0.08  -1.09  2.85
H  -0.71  0.41  3.36
H  0.86  0.12  3.68

Properties
- SMILES string = ClC(Cl)(Cl)Cl.ClC(Cl)(Cl)Cl.ClC(Cl)(Cl)Cl.CNC(C)=O.CNC(C)=O.CNC(C)=O
- total charge = 0
- energy relative to the best compared isomer or geometry (same formula, charge and spin) (kJ/mol) = 0.0
- HOMO energy (eV) = -9.08


(4)
The following is a quantum chemistry calculation of a cluster of 3 separate species, C12H21FO9S3 in total at a distorted geometry, from the Open Molecules 2025 dataset.

Atoms and positions in Å:
O  7.84  -2.68  -0.13
C  7.24  -2.03  -1.14
C  7.51  -0.47  -1.57
O  6.25  0.07  -2.11
S  5.40  1.01  -0.98
O  5.79  0.69  0.49
O  3.77  0.50  -1.12
C  3.61  -0.94  -0.85
C  3.38  -1.82  -2.25
O  3.52  -3.17  -2.25
F  3.06  -1.03  -3.47
H  6.47  -2.64  -1.82
H  8.03  0.19  -0.76
H  8.28  -0.51  -2.49
H  2.68  -1.12  -0.13
H  4.52  -1.44  -0.32
C  -1.29  -1.61  -1.39
C  -2.35  -0.52  -1.21
C  -1.62  0.81  -1.04
S  -0.07  0.64  -1.91
O  1.01  0.69  -0.95
O  -0.09  1.48  -3.09
C  -0.30  -1.06  -2.40
H  -1.73  -2.55  -1.73
H  -0.79  -1.80  -0.43
H  -2.99  -0.48  -2.10
H  -3.00  -0.73  -0.35
H  -2.19  1.64  -1.46
H  -1.39  1.01  0.02
H  0.66  -1.58  -2.40
H  -0.73  -1.06  -3.41
C  -5.48  0.83  3.87
C  -4.79  2.19  3.98
C  -3.61  2.19  3.02
S  -4.04  1.06  1.70
O  -3.13  -0.07  1.75
O  -4.27  1.82  0.49
C  -5.61  0.56  2.38
H  -6.45  0.82  4.36
H  -4.85  0.06  4.34
H  -5.50  2.98  3.70
H  -4.46  2.39  5.01
H  -3.43  3.18  2.60
H  -2.70  1.81  3.50
H  -5.79  -0.49  2.15
H  -6.38  1.18  1.93

Properties
- total charge = 0
- HOMO energy (eV) = -10.14


(5)
The following is a quantum chemistry calculation of the ion C12H21N2O with charge +1 at a distorted geometry, from the Open Molecules 2025 dataset.

Atoms and positions in Å:
C  -4.66  0.72  -0.19
C  -3.57  0.44  0.50
C  -2.46  -0.49  0.08
C  -2.54  -0.92  -1.39
C  -2.45  -1.71  1.00
N  -1.20  0.27  0.23
C  -1.02  1.55  -0.19
C  0.27  1.89  0.08
N  0.86  0.82  0.66
C  2.24  0.68  1.03
C  3.02  -0.12  -0.04
C  4.42  -0.43  0.49
C  3.10  0.66  -1.36
O  2.27  -1.32  -0.22
C  -0.05  -0.16  0.74
H  -5.42  1.37  0.22
H  -4.86  0.31  -1.16
H  -3.43  0.87  1.49
H  -1.66  -1.52  -1.65
H  -3.42  -1.53  -1.54
H  -2.59  -0.06  -2.05
H  -1.72  -2.44  0.67
H  -2.25  -1.42  2.03
H  -3.43  -2.17  0.96
H  -1.82  2.12  -0.63
H  0.78  2.82  -0.09
H  2.30  0.15  1.98
H  2.68  1.68  1.14
H  4.36  -1.04  1.39
H  4.99  -0.97  -0.25
H  4.95  0.49  0.73
H  2.11  0.85  -1.76
H  3.66  0.08  -2.09
H  3.62  1.60  -1.21
H  2.78  -1.93  -0.75
H  0.16  -1.13  1.13

Properties
- SMILES string = C=CC(C)(C)[n+]1ccn(CC(C)(C)O)c1
- total charge = +1
- energy relative to the best compared isomer or geometry (same formula, charge and spin) (kJ/mol) = 0.0
- HOMO energy (eV) = -13.41


(6)
The following is a quantum chemistry calculation of a structure of composition C12H21O2 at a distorted geometry, from the Open Molecules 2025 dataset.

Atoms and positions in Å:
C  1.14  -0.22  -2.68
C  2.29  0.56  -2.06
C  0.29  -0.51  -1.43
C  1.80  0.54  -0.65
C  1.89  -0.10  1.55
C  0.50  -0.62  1.76
C  -0.74  0.29  -1.07
C  -1.48  -0.06  0.29
C  0.16  -0.87  3.30
C  -0.78  1.61  -1.82
C  -1.95  -1.53  0.33
C  -2.65  0.90  0.69
O  -0.38  0.34  1.21
O  2.36  -0.24  0.16
H  1.40  -1.04  -3.24
H  0.54  0.27  -3.40
H  2.50  1.71  -2.41
H  3.27  0.10  -2.23
H  0.46  -1.61  -1.06
H  1.29  1.42  -0.35
H  2.03  0.94  1.89
H  2.73  -0.65  2.05
H  0.39  -1.61  1.15
H  0.01  -2.01  3.52
H  -0.68  -0.18  3.40
H  1.02  -0.50  3.81
H  0.13  1.90  -2.31
H  -1.24  2.43  -1.25
H  -1.63  1.35  -2.55
H  -2.82  -1.61  -0.29
H  -1.99  -1.96  1.45
H  -1.23  -2.29  -0.12
H  -2.34  1.42  1.61
H  -3.49  0.14  0.86
H  -2.78  1.68  -0.11

Properties
- total charge = +1
- energy relative to the best compared isomer or geometry (same formula, charge and spin) (kJ/mol) = 271.0
- HOMO energy (eV) = -13.08